--- i ---
This record from the OMol25 dataset describes a single C17H22N2O4 molecule. The level of theory is ωB97M-V/def2-TZVPD.

- SMILES string: CCCCCCC(=O)N(O)[C@@H]1CC(=O)N(c2ccccc2)C1=O
- HOMO: -9.111 eV
- Orbital gap: 9.61 eV
- LUMO: 0.501 eV

Last columns: bonded neighbours and bond lengths (Å).
Element x y z (Å)
1 C 2.6215 1.5674 -4.3837  C2 1.525, H24 1.088, H25 1.087, H26 1.088
2 C 1.8079 2.5016 -3.4950  C1 1.525, C3 1.529, H27 1.093, H28 1.091
3 C 0.3741 2.7054 -3.9851  C2 1.529, C4 1.531, H29 1.093, H30 1.093
4 C -0.5155 1.4595 -3.9858  C3 1.531, C5 1.533, H31 1.091, H32 1.092
5 C -0.7936 0.8757 -2.5958  C4 1.533, C6 1.527, H33 1.092, H34 1.091
6 C 0.1440 -0.2690 -2.2198  C5 1.527, C7 1.507, H35 1.092, H36 1.093
7 C -0.1981 -0.8355 -0.8661  C6 1.507, O8 1.213, N9 1.364
8 O -1.0235 -0.3907 -0.0960  C7 1.213
9 N 0.4863 -1.9647 -0.5256  C7 1.364, O10 1.386, C11 1.449
10 O 1.5244 -2.4538 -1.3033  N9 1.386, H37 0.973
11 C 0.3235 -2.5347 0.7963  N9 1.449, C12 1.525, C22 1.537, H38 1.094
12 C -1.0462 -3.1511 1.0603  C11 1.525, C13 1.516, H39 1.089, H40 1.091
13 C -1.5368 -2.4966 2.3361  C12 1.516, O14 1.199, N15 1.388
14 O -2.5204 -2.7806 2.9594  C13 1.199
15 N -0.6262 -1.5104 2.6909  C13 1.388, C16 1.421, C22 1.372
16 C -0.8279 -0.6306 3.7888  N15 1.421, C17 1.387, C21 1.388
17 C -2.0646 -0.0273 3.9672  C16 1.387, C18 1.383, H41 1.078
18 C -2.2572 0.8188 5.0443  C17 1.383, C19 1.385, H42 1.080
19 C -1.2227 1.0696 5.9302  C18 1.385, C20 1.385, H43 1.080
20 C 0.0114 0.4714 5.7399  C19 1.385, C21 1.383, H44 1.080
21 C 0.2137 -0.3848 4.6722  C16 1.388, C20 1.383, H45 1.079
22 C 0.4502 -1.4190 1.8459  C11 1.537, N15 1.372, O23 1.202
23 O 1.3586 -0.6343 1.9091  C22 1.202
24 H 2.6332 1.9363 -5.4071  C1 1.088
25 H 2.2073 0.5624 -4.3895  C1 1.087
26 H 3.6492 1.5092 -4.0308  C1 1.088
27 H 2.2990 3.4779 -3.4764  C2 1.093
28 H 1.7989 2.1310 -2.4687  C2 1.091
29 H 0.4110 3.0979 -5.0049  C3 1.093
30 H -0.0996 3.4660 -3.3595  C3 1.093
31 H -0.0797 0.6921 -4.6274  C4 1.091
32 H -1.4672 1.7484 -4.4371  C4 1.092
33 H -1.8150 0.4926 -2.5583  C5 1.092
34 H -0.7208 1.6581 -1.8392  C5 1.091
35 H 1.1815 0.0707 -2.1895  C6 1.092
36 H 0.0843 -1.0761 -2.9543  C6 1.093
37 H 2.3412 -1.9725 -1.0824  O10 0.973
38 H 1.1356 -3.2544 0.9332  C11 1.094
39 H -1.0278 -4.2343 1.1725  C12 1.089
40 H -1.7491 -2.9035 0.2636  C12 1.091
41 H -2.8619 -0.2214 3.2683  C17 1.078
42 H -3.2189 1.2876 5.1881  C18 1.080
43 H -1.3774 1.7329 6.7681  C19 1.080
44 H 0.8207 0.6668 6.4273  C20 1.080
45 H 1.1730 -0.8537 4.5194  C21 1.079

--- ii ---
This record from the OMol25 dataset describes a single C17H22N2O4 molecule. The level of theory is ωB97M-V/def2-TZVPD.

- SMILES string: CCc1noc(C)c1C(=O)NCCc1ccc(OC)c(OC)c1
- HOMO: -8.264 eV
- Orbital gap: 8.92 eV
- LUMO: 0.657 eV

Last columns: bonded neighbours and bond lengths (Å).
Element x y z (Å)
1 C 0.5298 3.0004 -0.7146  C2 1.525, H24 1.086, H25 1.088, H26 1.085
2 C 0.8896 1.5189 -0.7481  C1 1.525, C3 1.492, H27 1.094, H28 1.096
3 C 2.3412 1.2846 -0.4965  C2 1.492, N4 1.305, C8 1.435
4 N 3.1859 2.2785 -0.5259  C3 1.305, O5 1.356
5 O 4.4209 1.7889 -0.2516  N4 1.356, C6 1.336
6 C 4.3406 0.4725 -0.0360  O5 1.336, C7 1.479, C8 1.379
7 C 5.5750 -0.2767 0.2837  C6 1.479, H29 1.089, H30 1.086, H31 1.088
8 C 3.0312 0.0662 -0.1848  C3 1.435, C6 1.379, C9 1.477
9 C 2.5604 -1.3209 0.0065  C8 1.477, O10 1.219, N11 1.354
10 O 3.2285 -2.1605 0.5847  C9 1.219
11 N 1.3579 -1.6047 -0.5460  C9 1.354, C12 1.443, H32 1.005
12 C 0.6884 -2.8638 -0.3221  N11 1.443, C13 1.540, H33 1.092, H34 1.093
13 C -0.2446 -2.8047 0.9016  C12 1.540, C14 1.503, H35 1.092, H36 1.090
14 C -1.1392 -1.5985 0.8392  C13 1.503, C15 1.381, C23 1.395
15 C -0.9490 -0.5280 1.6908  C14 1.381, C16 1.390, H37 1.080
16 C -1.7378 0.6125 1.5892  C15 1.390, C17 1.383, H38 1.078
17 C -2.7234 0.7031 0.6233  C16 1.383, O18 1.362, C20 1.414
18 O -3.5354 1.7779 0.4238  C17 1.362, C19 1.405
19 C -3.3825 2.8923 1.2665  O18 1.405, H39 1.095, H40 1.089, H41 1.095
20 C -2.9325 -0.3905 -0.2488  C17 1.414, O21 1.362, C23 1.382
21 O -3.9268 -0.2245 -1.1649  C20 1.362, C22 1.405
22 C -4.2150 -1.2856 -2.0390  O21 1.405, H42 1.095, H43 1.096, H44 1.089
23 C -2.1419 -1.5181 -0.1277  C14 1.395, C20 1.382, H45 1.079
24 H 0.7606 3.4211 0.2600  C1 1.086
25 H -0.5316 3.1264 -0.9160  C1 1.088
26 H 1.1023 3.5443 -1.4594  C1 1.085
27 H 0.3027 0.9869 0.0065  C2 1.094
28 H 0.6304 1.1156 -1.7335  C2 1.096
29 H 6.2358 -0.2952 -0.5822  C7 1.089
30 H 5.3071 -1.2910 0.5645  C7 1.086
31 H 6.1033 0.2107 1.1007  C7 1.088
32 H 0.7974 -0.8592 -0.9213  N11 1.005
33 H 1.4604 -3.6185 -0.1586  C12 1.092
34 H 0.1215 -3.1129 -1.2226  C12 1.093
35 H -0.8355 -3.7220 0.9314  C13 1.092
36 H 0.3671 -2.7577 1.8030  C13 1.090
37 H -0.1782 -0.5694 2.4460  C15 1.080
38 H -1.5631 1.4288 2.2714  C16 1.078
39 H -3.5770 2.6365 2.3135  C19 1.095
40 H -4.1224 3.6171 0.9308  C19 1.089
41 H -2.3824 3.3307 1.1802  C19 1.095
42 H -4.5166 -2.1872 -1.4953  C22 1.095
43 H -3.3627 -1.5207 -2.6863  C22 1.096
44 H -5.0458 -0.9421 -2.6531  C22 1.089
45 H -2.2949 -2.3612 -0.7832  C23 1.079

What should be chosen as the most stable of them? Choose i.